This record from the OMol25 dataset describes a cluster of 10 separate species, C30H64BrO13P in total. The level of theory is ωB97M-V/def2-TZVPD.

XYZ file:
```
109
Properties=species:S:1:pos:R:3:mulliken_charge:R:1
O -4.3685 -1.6289 1.2387 -0.57
C -3.3898 -1.3955 0.5761 0.16
C -3.4900 -0.8933 -0.9004 -0.66
C -2.5509 -1.3285 -1.7696 -0.12
C -1.4356 -2.3230 -1.3176 -0.11
O -1.0605 -3.2267 -2.0170 -0.51
C -0.9004 -2.0622 0.1310 0.47
C -1.9274 -1.6049 1.0847 0.25
C -1.5335 -1.3420 2.4535 -0.96
C -0.1408 -1.5344 2.8239 -0.50
C 0.8989 -1.9708 1.9049 0.59
C 2.3592 -2.0903 2.4155 -0.71
C 2.8479 -0.6542 2.9304 -0.62
O 2.6096 -0.5184 4.3452 -0.37
C 0.4920 -2.2405 0.5163 0.41
P 1.6908 -2.7767 -0.8285 0.20
O 2.7807 -3.9151 -0.2330 -0.57
Br 2.7918 -0.8314 -1.3389 -0.18
H -4.2979 -0.1878 -1.2021 0.42
H -2.5493 -0.9805 -2.8296 0.40
H -2.2968 -0.9904 3.1952 0.73
H 0.1376 -1.2969 3.8721 0.41
H 2.3546 -2.7473 3.3189 0.26
H 3.0804 -2.3957 1.6240 0.39
H 2.2359 0.0849 2.3534 0.15
H 3.9250 -0.4822 2.6743 0.45
H 3.4444 -0.6307 4.8294 0.18
H 2.5562 -4.2073 0.6691 0.36
C 2.5703 3.0828 0.1223 -0.10
C 3.1317 2.8231 1.5042 -0.24
O 4.0214 1.7064 1.4707 -0.40
H 2.0375 2.2029 -0.2473 0.11
H 1.8845 3.9314 0.1326 0.07
H 3.3740 3.2898 -0.5870 -0.13
H 2.3295 2.5951 2.2057 0.17
H 3.6773 3.6968 1.8758 0.29
H 4.7318 1.9196 0.8548 0.25
C 6.7542 5.0604 -0.9330 -1.06
C 5.4766 4.9364 -1.7408 -0.27
O 4.3735 5.4686 -1.0129 -0.42
H 6.6581 4.5322 0.0182 0.25
H 7.6044 4.6485 -1.4803 0.36
H 6.9625 6.1073 -0.6976 0.32
H 5.2607 3.8885 -1.9554 0.30
H 5.5639 5.4729 -2.6911 0.28
H 4.5638 6.3976 -0.8334 0.25
C -5.6897 -3.7234 -2.5211 -0.95
C -5.3141 -3.7246 -3.9911 0.05
O -3.9360 -3.3996 -4.1455 -0.45
H -5.4936 -2.7459 -2.0772 0.13
H -6.7462 -3.9658 -2.3869 0.42
H -5.0898 -4.4514 -1.9680 0.30
H -5.8991 -2.9827 -4.5358 0.33
H -5.4973 -4.7065 -4.4411 -0.09
H -3.4239 -4.0641 -3.6687 0.25
C 4.3954 0.0624 7.9637 -0.92
C 3.1083 0.8394 8.1681 -0.21
O 2.7687 1.5601 6.9898 -0.47
H 5.2125 0.7383 7.7038 0.25
H 4.6677 -0.4889 8.8661 0.34
H 4.2917 -0.6473 7.1376 0.23
H 3.2224 1.5601 8.9785 0.29
H 2.2830 0.1646 8.4192 0.25
H 2.6591 0.9177 6.2761 0.27
C -5.2289 -7.4691 -5.9182 -1.02
C -5.2911 -8.0021 -4.4991 -0.08
O -4.0866 -8.6911 -4.1804 -0.52
H -5.0763 -8.2859 -6.6262 0.32
H -6.1501 -6.9433 -6.1789 0.30
H -4.3867 -6.7818 -6.0370 0.29
H -6.1185 -8.7037 -4.3897 0.29
H -5.4322 -7.1868 -3.7808 0.12
H -3.3594 -8.0645 -4.2698 0.29
C 0.4592 -3.7587 -5.2384 -0.89
C 1.7979 -3.2106 -5.6962 -0.29
O 2.4174 -2.4728 -4.6491 -0.45
H -0.2007 -2.9468 -4.9271 0.18
H -0.0274 -4.3212 -6.0389 0.38
H 0.5855 -4.4160 -4.3741 0.29
H 1.6656 -2.5382 -6.5448 0.28
H 2.4675 -4.0227 -5.9999 0.26
H 2.5413 -3.0725 -3.9035 0.24
C -4.6777 1.2435 5.6832 -1.24
C -3.6595 0.9887 4.5891 -0.04
O -3.8378 -0.3135 4.0351 -0.53
H -4.5836 0.4969 6.4741 0.30
H -4.5441 2.2361 6.1178 0.37
H -5.6948 1.1667 5.2901 0.34
H -2.6463 1.0450 4.9895 0.32
H -3.7560 1.7287 3.7877 0.18
H -4.7308 -0.3589 3.6720 0.24
C 0.6070 6.2086 -3.6768 -0.99
C 1.8237 7.0765 -3.4166 -0.18
O 2.1926 7.0176 -2.0446 -0.47
H -0.2335 6.5347 -3.0606 0.23
H 0.3119 6.2528 -4.7274 0.35
H 0.8119 5.1674 -3.4136 0.30
H 1.6089 8.1179 -3.6602 0.31
H 2.6733 6.7472 -4.0250 0.22
H 2.3932 6.0958 -1.8340 0.26
C -1.6372 4.8004 0.7977 -1.09
C -1.2451 3.4105 1.2621 0.18
O -0.0312 3.4576 2.0047 -0.39
H -0.8491 5.2330 0.1778 0.24
H -2.5641 4.7731 0.2207 0.35
H -1.7755 5.4689 1.6518 0.33
H -1.0871 2.7524 0.4066 0.25
H -2.0281 2.9758 1.8930 -0.06
H -0.1763 4.0323 2.7654 0.23
```

The total energy comes out at -138093.0805 eV. As for the spin multiplicity: 1. Its SMILES is O=C1C=CC(=O)c2c1ccc(CCO)c2P(O)Br.CCO.CCO.CCO.CCO.CCO.CCO.CCO.CCO.CCO. Its frontier orbital gap is 7.6 eV.

***

This record from the OMol25 dataset describes a cluster of 7 separate species, C30H64Cl2N6O10P2 in total. The level of theory is ωB97M-V/def2-TZVPD.

XYZ file:
```
114
Properties=species:S:1:pos:R:3:mulliken_charge:R:1
Cl -1.3654 1.1453 9.3493 -0.17
C -0.9156 2.1659 10.7356 -0.41
C -2.1145 2.8734 11.2527 -0.43
Cl -3.2842 1.6570 11.8411 -0.17
H -0.1861 2.9507 10.5359 0.30
H -0.4322 1.5658 11.5064 0.31
H -2.5809 3.6247 10.6154 0.34
H -1.7520 3.3388 12.1692 0.25
O -3.2654 -8.2861 3.8838 -0.83
P -3.0109 -7.2684 2.7560 0.50
N -4.4693 -6.6179 2.1719 0.10
C -5.2541 -5.7150 2.9691 -1.28
C -5.4580 -7.4242 1.3106 -0.77
N -2.4229 -8.0266 1.3067 0.16
C -2.4506 -9.4474 1.2585 -1.07
C -1.8295 -7.2214 0.2364 -0.88
N -1.9141 -6.0188 3.1751 0.19
C -0.6305 -6.3427 3.8154 -1.06
C -2.0628 -4.6201 2.7784 -0.89
H -5.6124 -4.8584 2.3983 0.29
H -4.6448 -5.3197 3.7819 0.44
H -5.9913 -6.3460 3.4656 0.41
H -4.9303 -8.3311 1.0156 0.14
H -5.7717 -6.9368 0.3875 0.27
H -6.3319 -7.7918 1.8485 0.37
H -2.1404 -9.8738 2.2125 0.32
H -3.3821 -9.8926 0.9088 0.22
H -1.6071 -9.7198 0.6242 0.49
H -2.5117 -6.4527 -0.1268 0.29
H -0.9243 -6.7187 0.5768 0.20
H -1.5870 -7.8594 -0.6134 0.42
H -0.5771 -7.3458 4.2386 0.31
H 0.1283 -6.4047 3.0354 0.37
H -0.3013 -5.6307 4.5722 0.36
H -3.0551 -4.2692 3.0618 0.24
H -1.9716 -4.3975 1.7153 0.27
H -1.2884 -3.9846 3.2079 0.39
O -0.4923 -0.9598 -4.3879 -0.85
P 0.4409 -0.6888 -5.5314 0.34
N 0.0147 0.8412 -6.3310 0.15
C 0.1243 2.0529 -5.4736 -1.11
C -1.1613 0.9129 -7.2365 -1.06
N 0.3185 -1.7446 -6.8236 0.40
C -0.3904 -3.0046 -6.7720 -0.99
C 1.1446 -1.5988 -8.0109 -1.09
N 2.0036 -0.5977 -5.1220 0.30
C 2.5753 -1.4827 -4.1864 -1.14
C 3.0123 0.3321 -5.7320 -1.07
H -0.7113 2.1751 -4.7844 0.36
H 0.2585 2.9690 -6.0488 0.38
H 1.0284 1.9411 -4.8753 0.34
H -0.8364 0.8882 -8.2766 0.27
H -1.7454 1.8219 -7.0931 0.41
H -1.8754 0.0903 -7.1973 0.33
H 0.2319 -3.8462 -6.4677 0.33
H -1.2793 -2.9813 -6.1416 0.30
H -0.7372 -3.2754 -7.7692 0.32
H 1.3429 -0.5502 -8.2332 0.32
H 2.1214 -2.0460 -7.8267 0.28
H 0.6506 -1.9830 -8.9033 0.40
H 3.3357 -2.1315 -4.6211 0.41
H 2.9964 -1.1024 -3.2558 0.35
H 1.8112 -2.2085 -3.9078 0.32
H 3.9397 -0.2339 -5.8198 0.35
H 3.1850 1.1800 -5.0692 0.31
H 2.6581 0.7083 -6.6917 0.35
O 3.8015 7.8470 8.0247 -0.61
C 4.2465 8.5632 7.0671 0.48
O 3.6751 9.7389 6.6697 -0.34
C 4.2854 10.2884 5.5167 -0.36
C 5.5203 9.4698 5.2126 -0.47
C 5.2719 8.1636 6.0337 -0.33
H 4.5057 11.3530 5.5955 0.31
H 3.5206 10.1687 4.7493 0.24
H 6.3991 10.0791 5.4237 0.27
H 5.6123 9.2459 4.1498 0.28
H 6.1967 7.7922 6.4751 0.28
H 4.8207 7.4053 5.3938 0.24
O 2.0287 4.8863 0.9085 -0.62
C 0.9508 4.6406 1.3910 0.54
O -0.0977 5.4107 1.3676 -0.37
C -1.2724 4.7641 1.9415 -0.35
C -0.6721 3.6944 2.7937 -0.50
C 0.5649 3.3164 1.9976 -0.37
H -1.6836 4.2715 1.0604 0.25
H -1.9925 5.4538 2.3817 0.31
H -1.2807 2.7911 2.8353 0.27
H -0.5838 3.8901 3.8623 0.30
H 0.2901 2.6619 1.1704 0.26
H 1.3866 2.9939 2.6370 0.27
O 10.9932 1.8368 -4.0600 -0.61
C 10.7774 2.6049 -3.1263 0.49
O 10.8681 3.9144 -3.2971 -0.32
C 10.5592 4.6121 -2.1143 -0.41
C 10.0136 3.5467 -1.0906 -0.60
C 10.4484 2.2493 -1.6815 -0.26
H 9.7750 5.3404 -2.3210 0.31
H 11.3977 5.0809 -1.5993 0.25
H 8.9311 3.6729 -1.1124 0.24
H 10.1052 3.7181 -0.0180 0.41
H 9.5932 1.5841 -1.8010 0.21
H 11.2749 1.7753 -1.1521 0.28
O -8.2393 1.6226 -1.9298 -0.59
C -8.4767 0.7645 -2.7700 0.45
O -9.0203 1.1011 -3.9538 -0.34
C -9.3687 -0.0416 -4.7272 -0.32
C -9.1077 -1.2029 -3.7975 -0.62
C -8.3021 -0.7112 -2.6330 -0.20
H -8.7163 -0.1284 -5.5960 0.25
H -10.4117 -0.0732 -5.0423 0.27
H -8.6808 -2.0976 -4.2508 0.37
H -10.0342 -1.6575 -3.4467 0.25
H -7.2501 -0.9320 -2.8135 0.22
H -8.6893 -1.1477 -1.7123 0.26
```

The total energy comes out at -105186.1358 eV. As for the spin multiplicity: 1. Its SMILES is CN(C)P(=O)(N(C)C)N(C)C.CN(C)P(=O)(N(C)C)N(C)C.O=C1CCCO1.O=C1CCCO1.O=C1CCCO1.O=C1CCCO1.ClCCCl. Its frontier orbital gap is 8.8 eV.

***

This record from the OMol25 dataset describes a cluster of 5 separate species, C30H64FNO9S4 in total. The level of theory is ωB97M-V/def2-TZVPD.

XYZ file:
```
109
Properties=species:S:1:pos:R:3:mulliken_charge:R:1
C 5.9527 5.3199 1.6535 -0.57
C 4.8443 4.6132 1.9603 -0.25
C 3.9753 3.9187 0.9759 0.55
O 2.7989 3.7240 1.1450 -0.43
O 4.6432 3.4318 -0.0998 -0.36
C 5.1528 2.0854 0.1414 0.21
C 5.4601 1.4753 -1.2069 -0.67
C 5.6655 -0.0569 -1.1905 -1.15
C 4.7883 -0.8490 -0.2099 -0.38
C 3.3749 -1.1678 -0.7228 -0.95
C 2.5470 0.0691 -1.1118 0.04
C 1.0115 -0.0418 -1.0307 1.52
C 0.5005 -0.7103 0.2508 -2.03
C 0.8110 0.0751 1.5458 -0.09
C 1.8382 -0.6474 2.4298 0.18
C 2.0596 -0.0081 3.8175 -0.73
C 0.8333 0.6197 4.4566 -0.65
O 1.1941 1.3829 5.6387 -0.40
C 1.2510 2.7290 5.3999 0.38
C 2.4783 3.2587 4.7201 -0.13
O 0.3452 3.4382 5.7283 -0.56
C 0.4769 1.3971 -1.0809 -2.10
N -0.9758 1.4432 -0.9515 -0.05
C -1.4524 2.8223 -1.0797 -0.78
C -1.2745 3.6129 0.2309 0.03
C -2.5991 3.8545 0.9364 -0.58
F -3.3667 2.6955 0.9087 -0.26
O 0.5036 -0.6321 -2.2331 -0.52
C 0.3673 -2.0444 -2.2431 -0.73
H 5.9805 6.1064 0.9061 0.27
H 6.8746 5.1634 2.2088 0.25
H 4.5234 4.5112 2.9946 0.22
H 6.0529 2.1970 0.7519 0.43
H 4.3658 1.5589 0.6753 -0.35
H 4.6641 1.7233 -1.9072 0.34
H 6.3617 1.9491 -1.6018 0.47
H 6.7159 -0.3226 -1.0583 0.45
H 5.4051 -0.4172 -2.1906 0.31
H 5.2625 -1.8241 -0.0694 0.41
H 4.7413 -0.4052 0.7862 0.13
H 3.5006 -1.7769 -1.6224 0.52
H 2.9056 -1.7807 0.0442 0.40
H 2.8403 0.9467 -0.5330 -0.64
H 2.7901 0.3031 -2.1509 0.86
H 0.8772 -1.7265 0.3765 0.78
H -0.5801 -0.8079 0.1461 0.63
H -0.1311 0.2042 2.0760 0.85
H 1.2375 1.0570 1.3363 -0.27
H 2.7921 -0.5796 1.9034 -0.75
H 1.6085 -1.7098 2.5227 0.38
H 2.9008 0.6853 3.7953 0.33
H 2.3764 -0.8093 4.4936 0.27
H 0.3029 1.3033 3.7924 0.42
H 0.1293 -0.1493 4.7712 0.33
H 2.5375 2.8225 3.7192 -0.38
H 2.3791 4.3327 4.5986 0.42
H 3.3857 2.9702 5.2496 0.37
H 0.9747 2.0539 -0.3717 0.33
H 0.7575 1.7694 -2.0822 0.88
H -1.3389 0.9601 -1.7678 0.32
H -0.8984 3.3513 -1.8714 0.39
H -2.4949 2.8239 -1.3986 0.48
H -0.8052 4.5676 -0.0137 0.35
H -0.5899 3.0804 0.8933 -0.21
H -3.1360 4.6424 0.4003 0.31
H -2.4526 4.1718 1.9694 0.36
H 0.4577 -2.3631 -3.2821 0.29
H 1.1419 -2.5535 -1.6697 0.25
H -0.6293 -2.3324 -1.9000 0.27
C -7.0543 2.0050 0.8747 -0.93
S -6.8115 0.2683 1.2605 0.61
O -7.7848 -0.5022 0.4404 -0.63
C -7.4817 0.3506 2.9263 -0.97
H -6.7325 2.1635 -0.1521 0.29
H -8.1103 2.2562 0.9768 0.36
H -6.4460 2.6113 1.5455 0.33
H -8.5089 0.7137 2.8890 0.29
H -6.8625 1.0125 3.5317 0.35
H -7.4598 -0.6541 3.3425 0.32
C -7.1123 -1.4757 -3.5667 -0.71
S -6.1824 -2.3412 -2.2981 0.60
O -4.8359 -2.6379 -2.8709 -0.64
C -7.1324 -3.8644 -2.3791 -0.94
H -6.6595 -0.4968 -3.7097 0.30
H -7.0767 -2.0367 -4.5010 0.09
H -8.1437 -1.3539 -3.2374 0.36
H -7.0932 -4.2701 -3.3906 0.28
H -8.1629 -3.6596 -2.0908 0.36
H -6.6879 -4.5688 -1.6793 0.33
C -5.2002 -4.2116 -6.1979 -0.64
S -6.2183 -3.2657 -7.3324 0.50
O -7.6384 -3.5770 -7.0167 -0.62
C -5.7801 -4.1960 -8.8063 -0.93
H -5.3501 -3.8197 -5.1928 0.02
H -5.4932 -5.2618 -6.2295 0.29
H -4.1515 -4.1025 -6.4736 0.37
H -6.0393 -5.2452 -8.6647 0.30
H -4.7126 -4.0867 -8.9967 0.34
H -6.3451 -3.7854 -9.6403 0.33
C 6.9741 -4.3374 2.7856 -0.93
S 5.3119 -3.8821 3.2938 0.38
O 4.5561 -3.5547 2.0583 -0.49
C 5.7666 -2.3177 4.0533 -0.61
H 6.9086 -5.2784 2.2438 0.34
H 7.3805 -3.5632 2.1345 0.27
H 7.6009 -4.4653 3.6681 0.37
H 6.2555 -1.6835 3.3131 0.23
H 6.4294 -2.5029 4.8986 0.42
H 4.8526 -1.8411 4.4027 0.04
```

The total energy comes out at -98117.8435 eV. As for the spin multiplicity: 1. Its frontier orbital gap is 7.9 eV.

***

This record from the OMol25 dataset describes a structure of composition C30H65F13InN11O4P3S. The level of theory is ωB97M-V/def2-TZVPD.

XYZ file:
```
128
Properties=species:S:1:pos:R:3:mulliken_charge:R:1
F -4.2055 3.2128 -3.2779 -0.21
C -5.1030 4.1747 -3.1067 0.65
F -5.4184 4.2940 -1.8234 -0.22
F -4.4969 5.3388 -3.4314 -0.26
C -6.4086 4.0586 -3.9802 0.58
F -6.3091 4.9992 -4.9530 -0.32
F -7.4464 4.4529 -3.2312 -0.25
C -6.7022 2.7190 -4.7226 0.61
F -7.5468 3.0801 -5.7358 -0.35
F -5.6323 2.2291 -5.3576 -0.25
C -7.5052 1.6021 -3.9726 0.35
F -8.7279 2.0133 -3.6280 -0.26
F -7.7347 0.6856 -4.9624 -0.35
C -6.7863 0.7948 -2.8424 0.66
F -7.3025 -0.4562 -2.9188 -0.34
F -5.4712 0.6327 -3.0885 -0.25
C -6.9713 1.2759 -1.3600 1.00
F -7.7065 0.3352 -0.7094 -0.33
F -7.6627 2.4471 -1.2295 -0.34
C -5.6420 1.3964 -0.5616 -0.31
C -5.1088 0.0527 -0.0369 -1.36
In -3.1225 0.4928 0.9955 1.11
C -2.4298 2.5236 0.2502 -1.35
C -3.3126 3.7064 0.7124 0.30
S -2.4739 4.7070 1.9930 -0.28
C -3.6807 5.9506 2.2609 0.44
N -4.8617 5.9435 1.7356 0.03
N -5.5124 7.0746 2.1864 -0.66
C -4.6959 7.6722 2.9684 0.09
O -3.5135 7.0300 3.0654 -0.34
H -4.8835 1.9582 -1.1076 -0.31
H -5.9273 1.9824 0.3205 0.41
H -5.7923 -0.3384 0.7187 0.36
H -4.9311 -0.6742 -0.8354 0.37
H -3.2855 0.5309 2.7699 -0.40
H -1.8758 -0.6976 0.4972 -0.45
H -2.4592 2.4760 -0.8434 0.04
H -1.4065 2.6812 0.6099 0.63
H -3.4639 4.3814 -0.1375 0.01
H -4.2983 3.4389 1.0970 0.22
H -4.9419 8.6032 3.4535 0.40
O -0.0065 -2.6661 1.4522 -0.73
P 0.7124 -3.3698 0.3329 0.75
N -0.4421 -4.6180 0.0671 0.11
C -0.1893 -5.9884 -0.3026 -0.89
C -1.6482 -4.1298 -0.5958 -1.12
N 2.0824 -3.9050 1.3072 0.24
C 2.1027 -5.2223 1.9243 -0.82
C 2.4586 -2.9410 2.3469 -1.05
N 1.6012 -3.7051 -1.1748 0.02
C 2.7637 -4.5596 -1.2741 -0.93
C 1.9093 -2.4217 -1.8438 -1.13
H 0.0992 -6.1011 -1.3613 0.29
H -1.0961 -6.5797 -0.1505 0.39
H 0.5631 -6.4651 0.3204 0.21
H -1.4699 -3.9419 -1.6669 0.32
H -1.9887 -3.1979 -0.1376 0.30
H -2.4651 -4.8473 -0.4999 0.35
H 1.1814 -5.4398 2.4818 0.30
H 2.9472 -5.3138 2.6118 0.17
H 2.2756 -6.0148 1.1935 0.19
H 1.8120 -3.0179 3.2276 0.31
H 2.4036 -1.9175 1.9755 0.37
H 3.4898 -3.1128 2.6678 0.29
H 3.6130 -4.2124 -0.6762 0.29
H 3.0837 -4.5925 -2.3202 0.42
H 2.5359 -5.5919 -1.0135 0.24
H 2.6644 -1.8470 -1.2897 0.34
H 1.0049 -1.8096 -1.9182 0.37
H 2.2695 -2.5809 -2.8620 0.37
O -0.4148 4.4408 -3.3715 -0.85
P -0.4347 4.9633 -4.7904 0.94
N 0.3798 3.6195 -5.5012 0.12
C 1.3399 3.6397 -6.5778 -0.93
C -0.4726 2.4406 -5.6128 -1.09
N 0.6337 6.3277 -4.4663 0.18
C 2.0718 6.2174 -4.6566 -1.13
C 0.4156 6.9237 -3.1416 -1.09
N -0.8813 5.6441 -6.3767 0.00
C -0.1219 6.6510 -7.0868 -0.95
C -2.2967 6.0798 -6.3298 -1.08
H 0.8766 3.8134 -7.5627 0.31
H 1.8516 2.6752 -6.6273 0.39
H 2.1318 4.3686 -6.4272 0.21
H -1.2013 2.5466 -6.4324 0.33
H -1.0240 2.2760 -4.6852 0.30
H 0.1214 1.5428 -5.7905 0.36
H 2.4959 5.3279 -4.1720 0.31
H 2.5758 7.1002 -4.2567 0.40
H 2.3447 6.2149 -5.7129 0.26
H 0.9111 6.3571 -2.3465 0.34
H -0.6465 6.9782 -2.9041 0.33
H 0.8040 7.9458 -3.1268 0.34
H -0.0324 7.5958 -6.5413 0.29
H -0.6251 6.8603 -8.0353 0.40
H 0.8697 6.2968 -7.3625 0.28
H -2.4280 6.9618 -5.6890 0.36
H -2.9255 5.2760 -5.9326 0.25
H -2.6733 6.3134 -7.3269 0.40
O 4.5595 -4.9703 5.0436 -0.67
P 5.7446 -5.0019 5.9816 0.71
N 5.9915 -6.7060 5.9877 0.17
C 6.4189 -7.5300 7.0935 -0.88
C 6.5759 -7.1956 4.7450 -1.09
N 4.8590 -4.4396 7.3933 0.15
C 4.2880 -5.3799 8.3470 -1.13
C 3.8089 -3.4651 7.0617 -1.11
N 7.3049 -4.6510 6.7640 -0.01
C 7.4899 -4.4706 8.1890 -0.91
C 7.9496 -3.5158 6.0652 -1.11
H 7.4929 -7.4251 7.3158 0.30
H 6.2395 -8.5812 6.8548 0.38
H 5.8515 -7.3490 8.0017 0.18
H 7.6482 -6.9514 4.6801 0.32
H 6.0725 -6.7528 3.8836 0.25
H 6.4604 -8.2770 4.6570 0.37
H 3.6942 -6.1661 7.8627 0.33
H 3.6479 -4.8552 9.0590 0.40
H 5.0534 -5.8418 8.9725 0.27
H 2.8980 -3.9477 6.6940 0.34
H 4.1487 -2.7630 6.3008 0.35
H 3.5521 -2.8814 7.9490 0.35
H 6.9261 -3.6271 8.5988 0.30
H 8.5510 -4.2871 8.3806 0.42
H 7.2508 -5.3724 8.7496 0.24
H 7.4179 -2.5728 6.2485 0.36
H 7.9591 -3.6955 4.9849 0.35
H 8.9886 -3.3967 6.3759 0.37
```

The total energy comes out at -135939.8451 eV. As for the spin multiplicity: 1. Its charge is -1. Its frontier orbital gap is 5.6 eV.